--- A ---
C5H5NO2 in the gas phase, computed with ωB97M-V/def2-TZVPD.

Geometry as ORCA input:
```
! RIJCOSX wB97M-V def2-TZVPD def2/J DEFGRID3
* xyz 0 1
O -2.73130 -0.40678 0.16612
O -0.53740 -2.13336 -0.69720
N -1.96165 0.61334 0.33078
C 0.37481 0.98550 0.78974
C 1.27603 -0.50327 -0.88239
C -0.06147 -1.02877 -0.50287
C 1.66520 0.56492 -0.06158
C -0.70713 0.20752 0.19685
H -2.38844 -1.41460 0.16661
H 0.32715 0.58095 2.00144
H 2.60318 1.31732 -0.35562
H 1.85736 -1.02054 -1.81618
H 0.28365 2.23777 0.66429
*
```

The value obtained for the HOMO energy is -0.33956 hartree. The HOMO-LUMO gap is 8.552 eV. Its SMILES is O=C1C=CC/C1=N/O.


--- B ---
C5H5NO2 in the gas phase, computed with ωB97M-V/def2-TZVPD.

Geometry as ORCA input:
```
! RIJCOSX wB97M-V def2-TZVPD def2/J DEFGRID3
* xyz 0 1
O -1.13463 -1.15619 -0.01810
O 3.48563 -0.22716 0.00624
N 2.14194 0.30928 0.08696
C -0.64948 0.96691 -0.01315
C -2.12082 0.67251 -0.06734
C -2.30805 -0.60785 0.01381
C -0.01909 -0.26611 -0.07162
C 1.27045 -0.51823 -0.03466
H 1.59554 -1.80650 -0.15417
H -2.79983 1.46441 0.13826
H 3.68359 0.53132 -0.15192
H -0.21961 1.76073 -0.07681
H -2.92564 -1.12313 0.34251
*
```

The value obtained for the HOMO energy is -0.32554 hartree. The HOMO-LUMO gap is 9.164 eV. Its SMILES is O/N=C/c1ccco1.


--- C ---
C5H5NO2 in the gas phase, computed with ωB97M-V/def2-TZVPD.

Geometry as ORCA input:
```
! RIJCOSX wB97M-V def2-TZVPD def2/J DEFGRID3
* xyz 0 1
O 2.71194 -0.28426 -0.04484
O -1.59299 1.54394 -0.11073
N -2.10833 -1.12131 0.07822
C 1.50447 -0.17498 -0.00052
C 0.43312 -1.22289 -0.07960
C 0.83998 1.16886 0.10589
C -0.65980 0.79876 0.05261
C -0.81287 -0.71260 0.02763
H -2.32304 -2.09005 0.07145
H 0.82088 -2.29243 -0.02255
H 1.17025 1.71077 1.01118
H 1.12807 1.65656 -0.77989
H -2.81886 -0.35601 -0.21922
*
```

The value obtained for the HOMO energy is -0.34568 hartree. The HOMO-LUMO gap is 9.366 eV. Its SMILES is NC1=CC(=O)CC1=O.


C ends up most stable, edging out the next structure by 4.865 eV.